Record 1
Here is 10 unconnected molecules or ions with the total composition C3H26O10 at a distorted geometry from the Open Molecules 2025 dataset. Energies are from the ωB97M-V functional and the def2-TZVPD basis.

Geometry (Å):
C 18.814 15.712 -1.658
C 18.097 15.924 -3.000
C 17.831 17.459 -3.318
O 18.989 15.507 -3.945
H 18.897 14.702 -1.257
H 18.067 16.178 -1.015
H 19.684 16.358 -1.545
H 17.093 15.506 -3.083
H 18.737 18.047 -3.171
H 17.015 17.911 -2.754
H 17.545 17.555 -4.365
H 19.267 14.635 -3.656
O 26.467 16.113 -1.553
H 25.835 16.670 -1.099
H 26.321 15.239 -1.190
O 25.879 11.028 6.429
H 25.838 10.928 5.478
H 26.814 11.008 6.632
O 21.458 13.155 4.395
H 21.835 12.815 5.207
H 20.790 13.777 4.683
O 20.025 7.017 -0.099
H 19.237 6.724 0.358
H 19.718 7.705 -0.690
O 21.373 10.059 -4.301
H 22.297 10.249 -4.464
H 21.238 9.187 -4.672
O 27.026 4.801 -1.910
H 26.391 4.163 -2.236
H 26.874 4.830 -0.965
O 24.692 10.909 0.342
H 23.793 11.022 0.652
H 24.777 9.969 0.187
O 24.538 5.332 2.017
H 23.643 5.540 1.748
H 24.620 4.390 1.869
O 26.605 9.201 -4.351
H 27.321 9.560 -4.876
H 26.929 8.351 -4.053

The energy above the lowest of the compared OMol25 structures with the same formula, charge and spin is 51.2 kcal/mol. Its total energy is -882.2250 hartree. As for the gap between HOMO and LUMO: 0.3742 hartree. The SMILES is CC(C)O.O.O.O.O.O.O.O.O.O.


Record 2
Here is a gas-phase ion, C5H9N (charge +1) at a distorted geometry from the Open Molecules 2025 dataset. Energies are from the ωB97M-V functional and the def2-TZVPD basis.

Geometry (Å):
N -0.179 1.360 1.234
C 0.257 0.143 0.859
C -0.008 -0.355 -0.417
C -0.695 0.349 -1.515
C -0.795 -0.224 -2.704
C 0.985 -0.700 1.814
H 0.094 1.627 2.167
H -0.927 1.748 0.686
H 0.563 -1.213 -0.749
H -1.038 1.340 -1.264
H -1.438 0.123 -3.535
H -0.383 -1.211 -2.859
H 0.788 -1.770 1.628
H 0.689 -0.578 2.858
H 2.086 -0.640 1.798

The energy above the lowest of the compared OMol25 structures with the same formula, charge and spin is 4.5 kcal/mol. Its total energy is -250.3615 hartree. Its expectation value of S² is 0.775. As for the gap between HOMO and LUMO (alpha / beta): 0.3538 / 0.3196 hartree. Its spin multiplicity is 2. As for the charge: +1.


Record 3
Here is 3 unconnected molecules or ions with the total composition C3H8N4 at a distorted geometry from the Open Molecules 2025 dataset. Energies are from the ωB97M-V functional and the def2-TZVPD basis.

Geometry (Å):
C -8.343 -5.791 5.291
C 6.243 3.201 -3.671
C 6.192 3.572 -1.277
N 5.607 3.181 -4.652
N -9.660 -5.752 3.268
N 6.775 3.537 -2.581
N -9.886 -4.588 3.118
H -7.600 -6.559 5.426
H 5.206 3.691 -1.534
H 6.528 4.299 -0.507
H 6.251 2.629 -0.941
H 5.019 2.685 -5.245
H 7.749 3.893 -2.734
H -10.073 -4.106 2.208
H -10.009 -3.893 3.830

The energy above the lowest of the compared OMol25 structures with the same formula, charge and spin is 175.1 kcal/mol. Its total energy is -337.1604 hartree. As for the gap between HOMO and LUMO (alpha / beta): 0.3429 / 0.2787 hartree. As for the charge: +2.